1.
The following is a DFT calculation (ωB97M-V/def2-TZVPD) of a structure of composition C38H60Br6O24.

```
128
Properties=species:S:1:pos:R:3
Br 14.62086 -26.58581 -19.42334
C 15.06019 -24.79922 -18.58795
C 15.29184 -23.79465 -19.70261
Br 17.13774 -23.97491 -20.26752
H 15.90696 -24.91875 -17.92087
H 14.18087 -24.58963 -17.98328
H 15.14035 -22.88107 -19.12224
H 14.66890 -23.85441 -20.58495
Br 17.58445 -19.36559 -21.94951
C 17.97804 -20.27946 -23.64816
C 17.76283 -21.80430 -23.54645
Br 15.86893 -22.24091 -23.19397
H 19.00323 -20.03644 -23.90624
H 17.23788 -20.06057 -24.41376
H 18.34086 -22.34389 -22.79759
H 17.99097 -22.35527 -24.45804
Br 18.48278 -13.68024 -24.12487
C 19.42097 -14.48027 -22.57625
C 19.28112 -15.97517 -22.60427
Br 20.29196 -16.70465 -21.06493
H 18.96060 -14.07029 -21.68244
H 20.45925 -14.16935 -22.62702
H 19.56294 -16.43012 -23.55376
H 18.27503 -16.37278 -22.48244
C 19.85853 -23.92188 -16.77470
C 19.28434 -24.42072 -15.43290
C 20.22523 -24.30872 -14.23364
O 19.49580 -23.48602 -13.31226
C 18.32285 -23.15547 -13.81588
O 17.40235 -22.70718 -13.19258
O 18.23306 -23.49983 -15.12159
H 20.31213 -24.81180 -17.21585
H 20.57920 -23.10598 -16.69667
H 19.05695 -23.52275 -17.39344
H 19.01265 -25.46790 -15.58215
H 21.10969 -23.74124 -14.52090
H 20.47312 -25.28101 -13.81700
C 21.57078 -26.23128 -23.72490
C 20.74810 -25.01047 -23.39970
C 21.48813 -23.72617 -23.00515
O 20.59255 -22.75166 -23.55666
C 19.82050 -23.28284 -24.49391
O 19.24798 -22.61367 -25.31410
O 19.85728 -24.61083 -24.47786
H 22.37710 -26.27587 -22.98723
H 21.98211 -26.19472 -24.73108
H 21.01369 -27.14787 -23.53864
H 20.05675 -25.25167 -22.58508
H 22.44287 -23.61752 -23.52829
H 21.61383 -23.45022 -21.95989
C 19.88389 -22.18322 -20.61028
C 21.04104 -21.38424 -21.14171
C 21.32325 -20.17024 -20.26459
O 22.68047 -20.37856 -19.81328
C 23.22982 -21.44260 -20.43709
O 24.31109 -21.88873 -20.27389
O 22.28436 -22.04048 -21.21336
H 19.03443 -21.56884 -20.90529
H 19.85246 -22.36942 -19.53594
H 19.86758 -23.14711 -21.12666
H 20.76099 -21.16648 -22.17781
H 20.60133 -19.95373 -19.47819
H 21.45984 -19.18678 -20.72604
C 25.23227 -18.65301 -20.60438
C 25.13657 -17.62755 -19.47734
C 23.67209 -17.29690 -19.23710
O 23.55419 -17.24552 -17.80780
C 24.63656 -17.75892 -17.25433
O 24.89841 -17.71357 -16.08885
O 25.55002 -18.12862 -18.20246
H 26.20076 -18.66057 -21.11153
H 24.49710 -18.60241 -21.40921
H 25.18553 -19.67378 -20.21199
H 25.76275 -16.79768 -19.80527
H 22.99152 -17.95103 -19.78765
H 23.25551 -16.30290 -19.43172
C 17.07474 -20.87498 -18.11716
C 17.56445 -19.52468 -17.70451
C 17.24517 -19.02623 -16.26047
O 18.54343 -18.67293 -15.75648
C 19.52208 -18.95637 -16.62176
O 20.67909 -18.72059 -16.52443
O 18.98139 -19.53419 -17.71232
H 17.26862 -21.69972 -17.42898
H 17.44021 -21.18227 -19.09914
H 15.99185 -20.85706 -18.28368
H 17.30521 -18.74184 -18.42455
H 16.88919 -19.80312 -15.58581
H 16.66724 -18.10671 -16.29072
C 21.45099 -16.87264 -26.33691
C 21.84704 -18.21425 -25.74848
C 23.32181 -18.27533 -25.35499
O 23.28199 -18.90488 -24.05472
C 22.01672 -18.99554 -23.64157
O 21.64312 -19.47810 -22.62444
O 21.14051 -18.41709 -24.52800
H 21.55636 -16.06131 -25.61766
H 20.39032 -16.91747 -26.59156
H 22.00739 -16.70668 -27.25936
H 21.61885 -19.01151 -26.46045
H 23.72124 -17.27007 -25.20427
H 23.98809 -18.83486 -26.00534
C 24.89346 -22.02665 -22.46757
C 25.63832 -23.21499 -23.07290
C 26.99580 -23.68002 -22.45888
O 26.77374 -25.06001 -22.18693
C 25.50840 -25.42951 -22.47664
O 25.09663 -26.53493 -22.33832
O 24.85220 -24.36187 -22.89560
H 24.56912 -22.18856 -21.43896
H 24.01663 -21.76220 -23.05371
H 25.65775 -21.24475 -22.48804
H 25.86391 -22.97523 -24.11626
H 27.15658 -23.13179 -21.52503
H 27.88371 -23.48055 -23.05271
C 24.22379 -22.77757 -16.78740
C 24.14774 -21.87190 -15.56701
C 23.95929 -20.37454 -15.91271
O 22.79573 -20.02645 -15.20265
C 22.19175 -21.06999 -14.64932
O 21.06919 -21.07414 -14.22827
O 22.91973 -22.16017 -14.89720
H 24.97444 -22.51414 -17.52677
H 23.22419 -23.04058 -17.12945
H 24.59233 -23.74145 -16.40853
H 25.02541 -21.99382 -14.93204
H 23.82818 -20.21011 -16.98362
H 24.72882 -19.74948 -15.46132
```

## Properties
HOMO level   -9.698 eV
LUMO level   -0.0034 hartree

2.
The following is a DFT calculation (ωB97M-V/def2-TZVPD) of a cluster of 2 separate species, C3H9N4 in total.

```
16
Properties=species:S:1:pos:R:3
C 0.01413 1.19493 0.40871
C -0.82527 0.76179 -0.82290
C -0.60828 -0.93526 0.85882
N 3.09897 -0.71025 -0.21330
N 2.16720 -1.28432 0.11302
N 0.38122 0.01253 1.00793
N -1.22753 -0.62157 -0.59488
H 0.78893 1.76654 -0.04789
H -0.40946 1.80681 1.29521
H -1.65346 1.50252 -0.80553
H -0.36241 0.91380 -1.77440
H -0.22474 -1.88916 0.85394
H -1.31853 -0.87639 1.70853
H 3.20049 0.30908 -0.22118
H -2.22794 -0.72335 -0.57947
H -0.79331 -1.22768 -1.18661
```

## Properties
HOMO level (spin up / spin down)   -11.097 / -14.829 eV
Total charge   +1
LUMO level (spin up / spin down)   -0.1249 / -0.1955 hartree
<S²>   2.008
2S+1   3

3.
The following is a DFT calculation (ωB97M-V/def2-TZVPD) of a structure of composition C4H10NOS.

```
17
Properties=species:S:1:pos:R:3
O -2.61732 0.23832 0.54906
C -1.49043 -0.35027 0.62597
C -0.52651 -0.37406 -0.35788
C 0.96447 -0.66439 -0.02141
C 1.94240 0.48797 0.39208
S 3.94863 0.32027 -0.34833
N -5.71194 -0.10434 -0.27064
H -1.20412 -0.87417 1.53225
H -0.58656 0.26607 -1.28448
H 1.14659 -1.16532 -1.01452
H 1.07930 -1.46007 0.73370
H 2.60388 0.88997 -0.59370
H 2.30220 0.42972 1.38960
H 4.18022 1.62499 -0.67396
H -6.03046 0.68918 -0.65192
H -4.78726 -0.34066 0.06584
H -6.29930 -0.95570 -0.26016
```

## Properties
HOMO level   -12.047 eV
Total charge   +1
LUMO level   -0.3278 hartree

4.
The following is a DFT calculation (ωB97M-V/def2-TZVPD) of a structure of composition IO2TlV.

```
5
Properties=species:S:1:pos:R:3
O 1.22026 -0.53660 -1.38191
V -0.16298 -0.38114 -0.63690
O 0.22315 0.00797 0.83654
Tl 0.69919 0.67794 2.35860
I -1.97963 0.23185 -1.17632
```

## Properties
HOMO level   -24.620 eV
Total charge   +3
LUMO level   -0.7589 hartree

5.
The following is a DFT calculation (ωB97M-V/def2-TZVPD) of a structure of composition C25H36N8O7OsSe.

```
78
Properties=species:S:1:pos:R:3
Os -0.35355 0.79812 0.40045
C 2.29756 -0.75664 2.77968
C 2.56545 -0.35257 1.37622
N 1.71432 0.11710 0.45902
C 2.44537 0.32810 -0.70838
C 3.73173 -0.01611 -0.48949
N 3.79543 -0.43212 0.82076
C 4.99154 -0.98276 1.45962
N 5.21356 -2.34135 1.08991
N 4.46011 -3.31511 1.66831
N 4.77212 -4.44090 1.16320
C 5.75561 -4.24883 0.21509
C 6.42180 -5.17114 -0.59760
C 7.36587 -4.66853 -1.46162
C 7.65127 -3.28904 -1.51852
C 7.00800 -2.36870 -0.72094
C 6.04808 -2.88578 0.15071
H 1.24822 -0.64438 3.01310
H 2.87771 -0.14639 3.47479
H 2.59385 -1.79832 2.91734
H 1.98460 0.68934 -1.61328
H 4.59077 -0.02042 -1.13907
H 4.87069 -0.90539 2.53620
H 5.84674 -0.38312 1.15576
H 6.20483 -6.22859 -0.53211
H 7.91623 -5.33878 -2.10725
H 8.41188 -2.94638 -2.20760
H 7.26083 -1.31688 -0.76480
C 3.08091 5.02568 0.60370
C 1.75260 4.37377 0.47689
C 0.48108 4.92999 0.36991
C -0.41931 3.88775 0.27183
N 0.27111 2.70311 0.28912
N 1.59049 3.05518 0.43390
C -1.89792 4.00863 0.20406
H 2.95573 6.09554 0.74371
H 3.67315 4.86367 -0.29799
H 3.63080 4.62804 1.45715
H 0.24510 5.98037 0.38271
H 2.27876 2.32361 0.50513
H -2.16715 5.03076 0.45964
H -2.38991 3.34606 0.91251
H -2.27616 3.78509 -0.79122
O -3.26754 -0.00567 1.94958
Se -1.95726 0.87606 2.19021
O -1.91864 2.02999 3.27695
O -0.91701 -1.28229 -0.04139
O -0.53765 -0.16855 2.16736
O -3.68076 1.15913 -2.02204
C -2.62685 0.67988 -1.67173
O -1.68183 1.32308 -1.05724
C -2.36182 -0.80100 -1.90733
N -3.57711 -1.41836 -2.50606
C -3.91705 -2.67623 -1.69221
C -2.67838 -2.91629 -0.83619
C -2.21922 -1.49556 -0.55198
H -1.48650 -0.99632 -2.52595
H -3.45073 -1.63036 -3.49385
H -4.32215 -0.70190 -2.44905
H -4.15508 -3.47792 -2.38368
H -4.80001 -2.43426 -1.10606
H -1.92093 -3.45977 -1.40686
H -2.91152 -3.47952 0.06338
H -0.25417 -2.01740 -0.26635
H -2.91361 -1.02355 0.15052
C 1.40853 -5.24610 0.43882
C 1.97791 -5.15528 -0.97764
C 1.94537 -3.66107 -1.23328
O 0.75823 -3.19048 -0.55439
C 0.33078 -4.17724 0.43040
H 2.18292 -5.01898 1.16936
H 1.00029 -6.22716 0.67317
H 1.34256 -5.68018 -1.69305
H 2.98496 -5.56082 -1.05152
H 1.86683 -3.38792 -2.28477
H 2.81643 -3.16043 -0.79813
H -0.63013 -4.57922 0.10720
H 0.19706 -3.66953 1.38623
```

## Properties
HOMO level (spin up / spin down)   -13.555 / -13.555 eV
Total charge   +2
LUMO level (spin up / spin down)   -0.2698 / -0.2642 hartree

6.
The following is a DFT calculation (ωB97M-V/def2-TZVPD) of a cluster of 3 separate species, C11H24INO7PS2 in total.

```
47
Properties=species:S:1:pos:R:3
O 0.95585 -0.40261 1.37422
P 1.08776 -0.43018 -0.15733
O 2.66241 -0.86548 -0.63325
O 0.92244 1.16091 -0.75845
N 0.06787 -1.55393 -0.90680
C -1.29169 -1.49500 -0.32943
C -2.10510 -0.29677 -0.99852
C -2.83326 0.68018 0.00122
I -3.94849 -0.37282 1.58370
H 2.59437 -0.83157 -1.60290
H 0.16812 1.60056 -0.34502
H -1.23650 -1.45312 0.78430
H -1.84945 -2.43572 -0.59474
H -1.35039 0.32349 -1.55155
H -2.79569 -0.72140 -1.77173
H -2.06841 1.36161 0.44009
H -3.61234 1.29130 -0.52580
C 1.86912 5.38730 -2.00473
C 0.64332 6.22771 -1.63452
C -0.54274 5.68580 -2.43713
S -0.19474 3.95270 -2.73595
O -0.01369 3.76025 -4.15576
O -1.10817 3.14592 -1.96149
C 1.40860 3.93523 -1.95136
H 2.70349 5.56695 -1.32558
H 2.19700 5.63949 -3.01777
H 0.44177 6.12546 -0.56458
H 0.80368 7.28814 -1.83714
H -1.47785 5.77443 -1.88641
H -0.63234 6.18227 -3.40339
H 2.07036 3.25289 -2.47947
H 1.27251 3.60307 -0.92277
C 1.11035 -4.28474 3.49781
C 0.75381 -5.75622 3.25747
C -0.53194 -5.78537 2.42617
S -0.54147 -4.26697 1.47004
O -1.64486 -3.45402 1.91720
O -0.32958 -4.58339 0.07883
C 0.96453 -3.59390 2.14646
H 2.11961 -4.17266 3.89694
H 0.41126 -3.84890 4.21787
H 1.56267 -6.24042 2.70243
H 0.62870 -6.30153 4.19557
H -0.55664 -6.63745 1.74847
H -1.41896 -5.78974 3.06006
H 0.88454 -2.50704 2.22006
H 1.78018 -3.86466 1.47467
```

## Properties
HOMO level   -3.350 eV
Total charge   -1
LUMO level   0.0862 hartree

7.
The following is a DFT calculation (ωB97M-V/def2-TZVPD) of a cluster of 2 separate species, C3H8NO in total.

```
13
Properties=species:S:1:pos:R:3
C -0.47292 -1.08994 -0.73170
C -0.95389 -1.75364 0.32394
C 0.32939 0.94380 -1.60029
N -0.24493 0.30802 -0.66101
H -0.15457 -1.64632 -1.60109
H -1.24441 -1.22584 1.22299
H -1.27560 -2.76703 0.13469
H 0.80593 1.91915 -1.55983
H 0.61848 0.39998 -2.49844
H -0.65096 0.78006 0.14061
H 0.19486 1.15087 2.38083
H 1.52533 1.65698 2.60658
O 1.05734 1.11557 1.94694
```

## Properties
HOMO level   -15.089 eV
Total charge   +1
LUMO level   -0.2023 hartree

8.
The following is a DFT calculation (ωB97M-V/def2-TZVPD) of a structure of composition C3H7NOS.

```
13
Properties=species:S:1:pos:R:3
C 0.01682 -1.27665 -1.41444
C -0.56557 -0.04185 -0.65529
C 0.55497 0.24707 0.18662
H -0.04618 -1.87017 -0.54263
H 1.00284 -1.20130 -1.95833
H -0.70790 -1.66200 -2.23880
H -0.78592 0.74046 -1.31265
H -1.50598 -1.48029 1.17667
H 1.00754 -0.33163 1.07375
H 3.30721 1.79268 0.75267
N 1.51885 1.20375 0.03518
O 2.38467 1.08088 1.14705
S -2.00114 -0.41453 0.30783
```

## Properties
HOMO level   -9.188 eV
LUMO level   0.0257 hartree